Below is C17H20ClN5O in the gas phase in a non-equilibrium geometry, with properties calculated with wB97M-V/def2-TZVPD.

The calculation puts the energy above the lowest of the compared OMol25 structures with the same formula, charge and spin at 4.49 kcal/mol. For the molar mass, the calculation gives 345.8 g mol⁻¹. Its SMILES is CN(CCc1nc2ccc(Cl)cc2[nH]1)Cc1nc(CC2CC2)no1. The max |F| comes out at 0.025 Eh/bohr. The value obtained for the HOMO energy is -0.306 hartree.

The geometry in ORCA input format:
```
! wB97M-V def2-TZVPD RIJCOSX def2/J DEFGRID3
* xyz 0 1
C 4.3780 1.9565 1.2477
N 3.0219 1.5642 1.5617
C 2.6955 0.2867 0.9632
C 1.3533 -0.2136 1.3531
N 0.4771 -0.7512 0.5609
C -0.5380 -1.0978 1.4100
N -0.2784 -0.7852 2.6469
O 0.9546 -0.2071 2.6251
C -1.7919 -1.7462 0.9627
C -1.5276 -2.7753 -0.1138
C -1.3555 -4.2169 0.2541
C -2.5952 -3.7662 -0.4582
H -2.7271 -4.0416 -1.4930
H -3.5173 -3.7307 0.1016
H -0.6337 -4.8068 -0.2900
H -1.4394 -4.4888 1.2956
H -0.9211 -2.3890 -0.9222
H -2.4461 -0.9648 0.5626
H -2.2794 -2.1927 1.8300
H 2.7352 0.2897 -0.1396
H 3.4361 -0.4400 1.3200
C 2.0425 2.6096 1.3688
C 1.6914 2.9715 -0.0999
C 0.5088 2.2173 -0.5881
N -0.6856 2.3419 -0.0879
C -1.4888 1.4962 -0.8057
C -2.8512 1.2400 -0.7062
C -3.4018 0.3194 -1.5745
C -2.6114 -0.3352 -2.5209
C -1.2567 -0.0962 -2.6553
C -0.7118 0.8306 -1.7847
N 0.5551 1.3242 -1.6276
H 1.3681 1.0416 -2.1480
H -0.6655 -0.6100 -3.3965
Cl -3.3603 -1.4940 -3.5643
H -4.4550 0.0903 -1.5272
H -3.4526 1.7475 0.0305
H 2.5495 2.7973 -0.7512
H 1.4457 4.0339 -0.1320
H 2.4340 3.4957 1.8711
H 1.1191 2.3238 1.8773
H 5.0610 1.1965 1.6265
H 4.5991 2.8969 1.7474
H 4.5655 2.0782 0.1699
*
```

natural (NBO) population analysis, charges in e, atoms 1 to 6: -0.4082, -0.4238, -0.2702, 0.5174, -0.5139, 0.3266



Below is a gas-phase ion, C5H12Cl2N (charge +1) in a non-equilibrium geometry, with properties calculated with wB97M-V/def2-TZVPD.

The calculation puts the energy above the lowest of the compared OMol25 structures with the same formula, charge and spin at 13.17 kcal/mol. For the molar mass, the calculation gives 157.1 g mol⁻¹. Its SMILES is C[N+](C)(C)CC(Cl)Cl. The max |F| comes out at 0.061 Eh/bohr. The value obtained for the HOMO energy is -0.541 hartree.

The geometry in ORCA input format:
```
! wB97M-V def2-TZVPD RIJCOSX def2/J DEFGRID3
* xyz 1 1
C -0.9158 -1.0949 0.6090
C 0.8044 0.5144 1.0285
C -0.8608 0.9365 -0.6633
C 0.8178 -0.7959 -1.0240
C 1.8074 0.2525 -1.8935
N -0.0259 -0.0990 -0.0246
Cl 0.9411 0.8424 -3.3255
Cl 3.2346 -0.6958 -2.3743
H -1.5717 -1.5461 -0.1309
H -0.3315 -1.8786 1.0929
H -1.5303 -0.6110 1.3645
H 1.4790 1.2596 0.6151
H 0.1689 1.0090 1.7619
H 1.3978 -0.2449 1.5353
H -0.2423 1.7110 -1.1069
H -1.4671 0.4953 -1.4512
H -1.5204 1.3894 0.0751
H 0.1974 -1.3073 -1.7554
H 1.4793 -1.5015 -0.5263
H 2.1444 1.0947 -1.2973
*
```

natural (NBO) population analysis, charges in e, atoms 1 to 6: -0.4139, -0.4174, -0.4213, -0.2368, -0.2488, -0.2152



Below is 2 unconnected molecules or ions with the total composition C17H37ClNO4P, with properties calculated with wB97M-V/def2-TZVPD.

For the molar mass, the calculation gives 385.9 g mol⁻¹. Its SMILES is CCCCCCCP(Cl)(CCCOC)(COO)C[C@H](C)O.CC#N. The max |F| comes out at 0.018 Eh/bohr. The value obtained for the HOMO energy is -0.344 hartree.

The geometry in ORCA input format:
```
! wB97M-V def2-TZVPD RIJCOSX def2/J DEFGRID3
* xyz 0 1
C -0.9347 -3.4092 1.5556
C -1.2540 -3.5825 0.0591
C -2.1809 -2.4782 -0.5034
C -1.9786 -2.1393 -1.9965
C -1.9103 -0.6214 -2.3086
C -0.8687 -0.1690 -3.3672
C -0.0881 1.1065 -3.0060
P 1.1562 1.1814 -1.6499
Cl 0.6982 3.4491 -1.5168
C 0.5938 0.8712 0.0682
C -0.3127 1.8315 0.8307
C -0.8753 1.2158 2.1232
O -2.2515 1.4916 2.3173
C -3.1229 0.7198 1.5223
C 1.6767 -0.6613 -1.8223
O 2.8350 -0.7929 -1.0060
O 3.1233 -2.2379 -0.9108
C 2.8333 1.7283 -2.1805
C 3.8411 2.2363 -1.1089
C 5.1372 1.4141 -1.0646
O 3.2686 2.3310 0.1951
H -0.0236 -2.8063 1.6886
H -0.7757 -4.3705 2.0621
H -1.7499 -2.8993 2.0862
H -0.3160 -3.5888 -0.5137
H -1.7181 -4.5685 -0.1033
H -3.2236 -2.7817 -0.3333
H -2.0308 -1.5618 0.0865
H -1.0655 -2.6390 -2.3653
H -2.8103 -2.5730 -2.5782
H -2.9003 -0.2929 -2.6682
H -1.7550 -0.0602 -1.3774
H -0.2099 -1.0023 -3.6623
H -1.4080 0.1053 -4.2897
H -0.8131 1.9047 -2.7811
H 0.4864 1.4757 -3.8751
H 1.5321 0.7227 0.6235
H 0.1303 -0.1279 0.0137
H -1.1504 2.1512 0.1935
H 0.2647 2.7399 1.0655
H -0.3613 1.6390 2.9997
H -0.7258 0.1201 2.1491
H -4.1338 0.8737 1.9112
H -2.8607 -0.3472 1.5963
H -3.1105 1.0160 0.4612
H 0.8974 -1.3597 -1.4947
H 1.9401 -0.8918 -2.8673
H 3.7209 -2.2404 -0.1559
H 3.2897 0.9045 -2.7479
H 2.6095 2.5473 -2.8789
H 4.0989 3.2717 -1.3819
H 5.0523 0.5949 -0.3379
H 5.9864 2.0395 -0.7693
H 5.3699 0.9610 -2.0422
H 3.5342 1.5519 0.6840
C -2.4720 1.3407 5.5461
C -2.6327 0.3327 6.5863
N -2.7591 -0.4731 7.3982
H -2.4605 0.8786 4.5605
H -3.2959 2.0511 5.5861
H -1.5362 1.8772 5.6954
*
```

natural (NBO) population analysis, charges in e, atoms 1 to 6: -0.6104, -0.4016, -0.3895, -0.4101, -0.3984, -0.4087



Below is C4H7NO in the gas phase in a non-equilibrium geometry, with properties calculated with wB97M-V/def2-TZVPD.

The calculation puts the energy above the lowest of the compared OMol25 structures with the same formula, charge and spin at 35.63 kcal/mol. For the molar mass, the calculation gives 85.1 g mol⁻¹. Its SMILES is COCCC#N. The max |F| comes out at 0.022 Eh/bohr. The value obtained for the HOMO energy is -0.382 hartree.

The geometry in ORCA input format:
```
! wB97M-V def2-TZVPD RIJCOSX def2/J DEFGRID3
* xyz 0 1
C -1.3776 1.6165 -0.0231
O -0.0313 1.2311 0.1235
C 0.2770 -0.0050 -0.4723
C 0.9961 -0.8618 0.5765
C 1.2771 -2.2141 0.0861
N 1.4706 -3.2792 -0.3219
H -1.6586 1.7214 -1.0803
H -2.0570 0.8942 0.4534
H -1.4876 2.5835 0.4715
H -0.6314 -0.5246 -0.8052
H 0.9215 0.1473 -1.3497
H 0.3676 -0.9294 1.4703
H 1.9336 -0.3799 0.8713
*
```

natural (NBO) population analysis, charges in e, atoms 1 to 6: -0.2463, -0.5413, -0.0460, -0.5288, 0.2821, -0.3229



Below is a gas-phase ion, C3H4FO3S (charge -1) in a non-equilibrium geometry, with properties calculated with wB97M-V/def2-TZVPD.

The calculation puts the energy above the lowest of the compared OMol25 structures with the same formula, charge and spin at 0.00 kcal/mol. For the molar mass, the calculation gives 139.1 g mol⁻¹. Its SMILES is C=C(F)CS(=O)(=O)[O-]. The max |F| comes out at 0.079 Eh/bohr. The value obtained for the HOMO energy is -0.181 hartree.

The geometry in ORCA input format:
```
! wB97M-V def2-TZVPD RIJCOSX def2/J DEFGRID3
* xyz -1 1
C -1.6817 0.9678 -0.2856
C -1.1049 -0.1224 0.0986
C 0.0866 -0.7497 -0.4910
O 1.9956 -1.1004 1.3575
O 2.6121 0.0138 -0.7557
O 1.3055 1.2447 0.8242
F -1.7243 -0.8704 1.1141
S 1.6360 -0.1186 0.3707
H -2.3778 1.3679 0.4275
H -1.0099 1.6083 -0.8063
H 0.2218 -0.4101 -1.5924
H 0.0411 -1.8308 -0.2618
*
```

natural (NBO) population analysis, charges in e, atoms 1 to 6: -0.5491, 0.4575, -0.7706, -1.0047, -1.0450, -1.0244



Below is a gas-phase ion, C5H12N2 (charge +2) in a non-equilibrium geometry, with properties calculated with wB97M-V/def2-TZVPD.

The calculation puts the energy above the lowest of the compared OMol25 structures with the same formula, charge and spin at 32.91 kcal/mol. For the molar mass, the calculation gives 100.2 g mol⁻¹. Its SMILES is C=[NH+]C(=C)CC[NH3+]. The max |F| comes out at 0.048 Eh/bohr. The value obtained for the HOMO energy is -0.663 hartree.

The geometry in ORCA input format:
```
! wB97M-V def2-TZVPD RIJCOSX def2/J DEFGRID3
* xyz 2 1
C -1.4021 0.1180 -0.8128
C 0.1401 -0.0733 -0.7996
C 0.7191 0.3690 0.5316
C 0.1211 1.2746 1.3336
C 2.5394 -0.1718 2.0759
N 1.9016 -0.3079 0.9793
N -2.0225 -0.7182 -1.9291
H -1.6505 1.1328 -1.1183
H -1.8327 -0.2297 0.1197
H 0.2279 -1.1590 -0.8751
H 0.6083 0.6243 -1.5119
H -0.5439 1.9430 0.7955
H -0.0332 1.4662 2.3947
H 2.4273 0.7919 2.5811
H 3.2247 -0.8759 2.5287
H 2.0592 -1.1471 0.4183
H -2.8194 -1.3317 -1.7030
H -1.3892 -1.4805 -2.2191
H -2.2751 -0.2247 -2.7896
*
```

natural (NBO) population analysis, charges in e, atoms 1 to 6: -0.2094, -0.4744, 0.1195, -0.3295, 0.1682, -0.4194



Below is C5H8O in the gas phase, with properties calculated with wB97M-V/def2-TZVPD.

The calculation puts the energy above the lowest of the compared OMol25 structures with the same formula, charge and spin at 46.05 kcal/mol. For the molar mass, the calculation gives 84.1 g mol⁻¹. Its SMILES is C#CC(C)(C)O. The max |F| comes out at 0.010 Eh/bohr. The value obtained for the HOMO energy is -0.374 hartree.

The geometry in ORCA input format:
```
! wB97M-V def2-TZVPD RIJCOSX def2/J DEFGRID3
* xyz 0 1
C 1.1120 1.0046 0.0094
C -0.1220 0.1104 0.1728
C -1.2504 0.5531 -0.7564
O -0.6364 0.2524 1.4958
C 0.2129 -1.3203 -0.0216
C 0.4494 -2.5021 -0.0057
H 1.9496 0.6242 0.6026
H 1.4358 1.0670 -1.0339
H 0.8544 2.0072 0.3666
H -2.0781 -0.1588 -0.7179
H -0.9006 0.6311 -1.7895
H -1.6108 1.5324 -0.4240
H -0.0529 -0.2478 2.0812
H 0.6371 -3.5534 0.0207
*
```

natural (NBO) population analysis, charges in e, atoms 1 to 6: -0.6129, 0.1647, -0.6026, -0.7015, -0.0283, -0.2427



Below is a molecular structure, C36H32BeBrN3O4PS, with properties calculated with wB97M-V/def2-TZVPD.

The calculation puts the energy above the lowest of the compared OMol25 structures with the same formula, charge and spin at 28.77 kcal/mol. For the molar mass, the calculation gives 722.6 g mol⁻¹. The max |F| comes out at 0.015 Eh/bohr. The value obtained for the HOMO energy is -0.424 hartree.

The geometry in ORCA input format:
```
! wB97M-V def2-TZVPD RIJCOSX def2/J DEFGRID3
* xyz 1 1
Be 0.6515 -0.2873 0.1685
C 2.0903 -2.2992 -2.7132
C 1.9160 -2.8523 -1.3013
C 2.3214 -4.3182 -1.2029
C 2.6792 -2.0420 -0.2466
C 4.1714 -1.8404 -0.5291
O 4.2889 -0.4208 -0.8523
C 3.1307 0.1526 -0.6047
N 2.1932 -0.6386 -0.2014
C 3.0606 1.6150 -0.7967
C 4.2855 2.2810 -0.8866
C 4.3312 3.6492 -1.0751
C 3.1478 4.3631 -1.1917
C 1.9322 3.7040 -1.1187
C 1.8561 2.3299 -0.9116
P 0.1604 1.5886 -0.7563
C -0.5240 1.9005 -2.4143
C 0.3606 2.0656 -3.4830
C -0.1187 2.2700 -4.7676
C -1.4841 2.2988 -5.0052
C -2.3696 2.1205 -3.9519
C -1.8975 1.9206 -2.6643
C -0.5607 2.7338 0.4541
C -1.4368 3.7532 0.1048
C -1.9728 4.5738 1.0899
C -1.6368 4.3776 2.4207
C -0.7541 3.3628 2.7723
C -0.2212 2.5417 1.7923
H 1.4042 -2.8023 -3.3941
H 3.1006 -2.4642 -3.0952
H 1.8758 -1.2280 -2.7729
H 0.8606 -2.7899 -1.0198
H 3.3913 -4.4530 -1.3865
H 1.7853 -4.9100 -1.9441
H 2.0834 -4.7252 -0.2186
H 2.5105 -2.4996 0.7288
H 4.5312 -2.3968 -1.3896
H 4.8141 -2.0325 0.3262
H 5.2010 1.7143 -0.8010
H 5.2853 4.1535 -1.1391
H 3.1692 5.4360 -1.3286
H 1.0173 4.2729 -1.2311
H 1.4301 2.0348 -3.3247
H 0.5804 2.4068 -5.5816
H -1.8579 2.4539 -6.0084
H -3.4364 2.1335 -4.1306
H -2.6005 1.7902 -1.8572
H -1.7026 3.9144 -0.9322
H -2.6518 5.3698 0.8141
H -2.0608 5.0142 3.1856
H -0.4815 3.2147 3.8089
H 0.4695 1.7525 2.0754
Br -3.5078 -3.3952 -1.3673
C -3.4546 -1.7603 -0.4474
C -4.4080 -1.4367 0.5050
C -4.3011 -0.2154 1.1487
C -3.2411 0.6219 0.8325
N -2.3279 0.3098 -0.0835
C -2.4454 -0.8550 -0.7198
H -5.2141 -2.1223 0.7282
H -5.0292 0.0852 1.8894
H -3.1105 1.5749 1.3355
H -1.7065 -1.0817 -1.4834
O 0.2856 -5.3956 2.2433
S -0.8615 -4.5788 1.9907
O -2.0673 -5.1593 1.4896
N -0.3989 -3.3225 1.0040
C -0.4829 -2.2077 1.6403
O -0.1539 -1.0736 1.1063
C -0.9934 -2.2500 3.0317
C -1.2349 -1.2096 3.9092
C -1.7058 -1.5313 5.1768
C -1.9237 -2.8575 5.5424
C -1.6923 -3.9000 4.6502
C -1.2277 -3.5615 3.3975
H -1.0683 -0.1829 3.6076
H -1.8988 -0.7454 5.8946
H -2.2828 -3.0824 6.5378
H -1.8662 -4.9303 4.9285
*
```

Mulliken population analysis, charges in e, atoms 1 to 6: -1.3695, -1.6551, 1.3000, -1.6529, -0.1456, -0.7272